Entry 1:
# C4H9NO4

2 unconnected molecules or ions with the total composition C4H9NO4 (wB97M-V/def2-TZVPD, the Open Molecules 2025 dataset).

largest force on an atom	0.1206	hartree/bohr
highest occupied orbital energy	-9.2	eV
M	135.119	g/mol
LUMO	0.462	eV

ORCA input file:
```
! wB97M-V def2-TZVPD RIJCOSX def2/J DEFGRID3
* xyz 0 1
O -0.83900 2.01641 0.62640
H -2.26958 -1.00744 -0.75635
O 0.34699 -1.98218 2.54033
H 0.98823 0.27121 0.82683
H -2.04096 1.66893 -1.19140
O -1.54294 0.83563 -1.12401
C 0.86839 0.33892 -0.24629
O -1.68819 -1.66395 -0.32265
H 0.56830 -2.10745 0.48610
C 0.10551 -1.71976 1.40217
N -1.32028 -0.97143 0.86030
H 2.50383 0.51223 -1.62438
H 0.55889 -0.51590 -0.83440
H -2.07778 -1.08519 1.53266
H 2.81803 1.27367 -0.10517
C 2.02171 1.10238 -0.83920
C -0.77562 0.95163 0.02452
H 1.77447 2.08230 -1.25547
*
```

These are the natural (NBO) partial charges, in e, on atoms 1 to 5: atom 1 (O): -0.66, atom 2 (H): 0.50, atom 3 (O): -0.48, atom 4 (H): 0.21, atom 5 (H): 0.50

Entry 2:
# C4H9NO4S

C4H9NO4S in the gas phase (wB97M-V/def2-TZVPD, the Open Molecules 2025 dataset).

largest force on an atom	0.0827	hartree/bohr
highest occupied orbital energy	-9.1	eV
M	167.186	g/mol
LUMO	0.481	eV

ORCA input file:
```
! wB97M-V def2-TZVPD RIJCOSX def2/J DEFGRID3
* xyz 0 1
O 1.71488 -1.14849 -2.03675
H 0.16224 -2.09072 1.84408
N 1.01639 1.27831 -0.97632
H 1.68270 1.04095 -0.31266
H -1.08860 -1.86350 -0.96084
C 0.04825 0.36563 -1.11926
C 0.60010 2.73730 -0.91096
O -0.13738 -2.09287 -1.23853
S -1.70263 -0.77304 1.43173
C 0.64647 -1.07800 -1.46828
H 0.20311 3.01911 -1.90934
O -0.56714 -0.03073 0.37795
H -0.01929 2.78800 0.02390
H -0.75825 -2.22290 3.38695
H 0.07442 -0.50053 2.98498
C -0.41899 -1.44489 2.61008
O -2.20684 -1.92508 0.71557
H -0.83254 0.68554 -1.53654
H 1.58308 3.25592 -0.90574
*
```

These are the natural (NBO) partial charges, in e, on atoms 1 to 5: atom 1 (O): -0.56, atom 2 (H): 0.25, atom 3 (N): -0.55, atom 4 (H): 0.39, atom 5 (H): 0.53

Entry 3:
# C4H9NO4S2

2 unconnected molecules or ions with the total composition C4H9NO4S2 (wB97M-V/def2-TZVPD, the Open Molecules 2025 dataset).

largest force on an atom	0.0663	hartree/bohr
highest occupied orbital energy	-9.2	eV
M	199.253	g/mol
LUMO	-0.555	eV

ORCA input file:
```
! wB97M-V def2-TZVPD RIJCOSX def2/J DEFGRID3
* xyz 0 1
H -1.30874 0.00615 -2.97123
N -0.62668 1.55944 -0.80836
C 2.75834 -0.72457 1.80424
H 2.84691 -1.83679 1.82753
O -3.45080 0.93865 -0.38643
O 0.25481 -1.09727 0.70054
H -1.70211 -1.49745 -1.88842
O 1.87949 0.12247 -0.52831
H 3.50375 0.06775 1.70851
H -0.00544 -0.69305 -2.45560
H -1.39003 -0.80326 1.13764
H 2.43265 -0.72696 2.85430
S 1.34164 -0.11639 0.78230
O -2.32860 -0.64373 0.81799
C -1.26230 0.45025 -1.04508
H -0.24076 1.72644 0.23880
S 0.80539 1.54082 1.76656
H 0.13605 2.01748 -1.35144
C -2.50742 0.24021 -0.10671
C -1.13616 -0.53020 -2.09682
*
```

These are the natural (NBO) partial charges, in e, on atoms 1 to 5: atom 1 (H): 0.27, atom 2 (N): -0.72, atom 3 (C): -0.87, atom 4 (H): 0.26, atom 5 (O): -0.53

Entry 4:
# C4H9NO5

2 unconnected molecules or ions with the total composition C4H9NO5 (wB97M-V/def2-TZVPD, the Open Molecules 2025 dataset).

largest force on an atom	0.0793	hartree/bohr
highest occupied orbital energy	-9.2	eV
M	151.118	g/mol
LUMO	0.544	eV

ORCA input file:
```
! wB97M-V def2-TZVPD RIJCOSX def2/J DEFGRID3
* xyz 0 1
H -2.90978 -1.14817 1.02447
H 1.68805 0.71883 -0.93618
H -0.54878 -1.29674 -1.57810
H -2.27444 -0.64665 -2.04835
H 0.41958 2.25735 1.12839
H -1.98246 -1.91541 -0.74864
C -1.59428 -0.99184 -1.15309
O -0.48867 1.86188 0.86940
O 0.22233 1.13004 -1.16137
O 2.00510 -0.61112 0.94605
H -3.04815 0.65044 1.38287
C -1.41467 -0.03301 -0.03503
C -2.39157 -0.22502 1.05820
N -0.54807 0.90251 -0.21720
C 2.86663 -0.27544 0.20410
O 4.10667 -0.67805 0.26150
H 4.78956 -0.00472 0.01810
H -1.58876 -0.25295 1.81985
O 2.69169 0.55807 -0.83497
*
```

These are the natural (NBO) partial charges, in e, on atoms 1 to 5: atom 1 (H): 0.23, atom 2 (H): 0.50, atom 3 (H): 0.25, atom 4 (H): 0.25, atom 5 (H): 0.51

Entry 5:
# C4H9NOS

C4H9NOS in the gas phase (wB97M-V/def2-TZVPD, the Open Molecules 2025 dataset).

largest force on an atom	0.0360	hartree/bohr
highest occupied orbital energy	-9.3	eV
M	119.189	g/mol
LUMO	0.591	eV

ORCA input file:
```
! wB97M-V def2-TZVPD RIJCOSX def2/J DEFGRID3
* xyz 0 1
H 0.45332 -2.89305 -0.26077
O -1.30723 0.83893 -1.60769
S -0.39390 2.22685 1.90910
H -0.31027 -0.47280 1.16721
C 0.11811 -2.06219 -0.88922
H -0.96917 -2.03466 -0.79436
H 1.61806 1.05298 1.20811
H -2.25910 0.32115 0.07577
H 0.62342 2.81924 2.57525
H 0.96139 -0.36459 -1.41141
C 0.67895 1.30397 0.72899
C -0.01103 0.04595 0.24826
N 0.87431 -0.84142 -0.51358
H 0.93248 2.02628 -0.04482
H 0.29767 -2.39660 -1.91145
C -1.30701 0.42997 -0.47938
*
```

These are the natural (NBO) partial charges, in e, on atoms 1 to 5: atom 1 (H): 0.20, atom 2 (O): -0.52, atom 3 (S): -0.07, atom 4 (H): 0.20, atom 5 (C): -0.43

Entry 6:
# C4H9NOS

C4H9NOS in the gas phase (wB97M-V/def2-TZVPD, the Open Molecules 2025 dataset).

largest force on an atom	0.0299	hartree/bohr
highest occupied orbital energy	-9.2	eV
M	119.189	g/mol
LUMO	0.719	eV

ORCA input file:
```
! wB97M-V def2-TZVPD RIJCOSX def2/J DEFGRID3
* xyz 0 1
H 3.03401 0.37331 1.30749
H -3.70835 0.75480 0.09088
S 2.89945 0.51194 -0.01425
C -3.28347 -0.22952 -0.14905
O -1.44844 -0.07551 1.37006
H 0.89123 -1.51737 -0.40527
H -3.77983 -0.96286 0.50095
C 0.47528 -0.57495 -0.74861
C -1.81848 -0.28805 0.23393
N -0.98937 -0.68745 -0.77119
H -3.51451 -0.39717 -1.19967
H 0.80659 -0.45309 -1.77615
H -1.42023 -0.62333 -1.67884
H 0.81247 1.55623 -0.44613
H 0.74593 0.53758 1.07402
C 1.02490 0.60910 0.03214
*
```

These are the natural (NBO) partial charges, in e, on atoms 1 to 5: atom 1 (H): 0.13, atom 2 (H): 0.24, atom 3 (S): -0.09, atom 4 (C): -0.71, atom 5 (O): -0.63

What frontier orbital gap values result from the calculations? In sequence: 9.7, 9.6, 8.6, 9.8, 9.9, 9.9 eV.
What energy relative to the best compared isomer or geometry (same formula, charge and spin) values result from the calculations? In sequence: 128.1, 83.3, 44.4, 89.6, 42.3, 11.8 kcal per mole.